52
Properties=species:S:1:pos:R:3 method="wB97M-V/def2-TZVPD" homo_energy_ha="-0.6650 / -0.6656" charge=+3 orbital_gap_ev="5.419 / 5.438" e_tot_ha=-2296.56910
Ru 0.64511 -0.14817 0.48182
C -2.80479 1.01033 3.86922
C -2.53159 0.28413 2.53962
C -3.33879 -0.99627 2.41982
C -1.04699 0.13193 2.37812
C -0.41399 -1.12477 2.60942
C 0.96921 -1.22227 2.74972
C 1.80911 -0.08057 2.60062
C 3.26241 -0.16997 2.89692
C 1.18501 1.17683 2.31672
C -0.21789 1.27913 2.24842
H -3.87669 1.10993 4.01672
H -2.35649 1.99953 3.90922
H -2.39839 0.43453 4.70032
H -2.89149 0.96663 1.75102
H -3.16939 -1.65527 3.27302
H -3.10649 -1.53997 1.50662
H -4.40309 -0.76757 2.43322
H -1.02559 -1.99527 2.81932
H 1.41131 -2.16537 3.05202
H 3.87471 0.07553 2.02982
H 3.53981 -1.16437 3.23592
H 3.53521 0.54533 3.67502
H 1.78671 2.08453 2.34152
H -0.67189 2.25933 2.15082
C -2.17729 -0.49507 -3.74888
C -0.81859 -0.07387 -3.22798
O 0.13771 0.23773 -4.20188
P -0.91719 1.40633 -2.10098
O -1.10429 2.63163 -3.05408
O -2.22629 1.30853 -1.23248
O 0.27321 1.50733 -1.20818
P -0.08499 -1.46237 -2.24438
O -0.55829 -2.81447 -2.82178
O 1.49541 -1.44357 -2.45018
O -0.48429 -1.39577 -0.79928
H -2.68599 0.33043 -4.24848
H -2.80039 -0.84637 -2.92608
H -2.08699 -1.31227 -4.46418
H -0.27669 0.66103 -4.97238
H -0.38659 3.25963 -3.17328
H -3.03759 1.62753 -1.64628
H -0.20339 -3.15647 -3.64698
I 4.53631 -1.46647 -4.08978
C 3.67411 -0.51937 -2.47438
C 3.78191 0.78203 -2.05798
N 3.01271 0.95243 -0.96798
N 2.36371 -0.16717 -0.58588
C 2.61461 -1.16227 -1.59238
H 4.40041 1.56383 -2.46248
H 2.87161 1.83093 -0.47338
H 2.92231 -2.11187 -1.13318